Record 1
ORCA calculation (ωB97M-V/def2-TZVPD) on a structure of composition H6O3 at a distorted geometry.

The geometry in XYZ format:
```
9
Properties=species:S:1:pos:R:3
O 0.29 0.42 1.74
H 1.15 0.34 2.15
O -0.60 -0.36 -0.26
H -0.06 -0.13 -1.02
O 0.28 0.07 -1.89
H -1.43 -0.84 -0.27
H 0.61 -0.76 -2.22
H 0.36 1.18 1.17
H -0.59 0.07 0.60
```

Values from the calculation:
Largest force on an atom: 15.5 eV/Å
Total charge: 0
HOMO: -8.981 eV
Energy relative to the best compared isomer or geometry (same formula, charge and spin): 103.39 kcal/mol
Kohn-Sham gap: 9.41 eV
2S+1: 1
Total energy: -6235.7696 eV

Atom charges from the Löwdin analysis, given in e for atoms 1 to 5: number 1, O, carries 0.000; number 2, H, carries 0.087; number 3, O, carries 0.152; number 4, H, carries -0.402; number 5, O, carries -0.088


Record 2
ORCA calculation (ωB97M-V/def2-TZVPD) on a structure of composition H6O3 at a distorted geometry.

The geometry in XYZ format:
```
9
Properties=species:S:1:pos:R:3
H 1.36 -1.15 0.70
H -0.73 -0.01 -0.07
O -0.03 -0.35 0.48
H 1.96 0.08 0.05
H -0.31 -0.13 1.37
H -1.33 1.38 -0.54
H -1.44 0.41 -1.69
O 2.20 -0.75 0.47
O -1.67 0.52 -0.77
```

Values from the calculation:
Largest force on an atom: 3.5 eV/Å
Total charge: 0
HOMO: -9.984 eV
Energy relative to the best compared isomer or geometry (same formula, charge and spin): 41.76 kcal/mol
Kohn-Sham gap: 10.19 eV
2S+1: 1
Total energy: -6238.4423 eV

Atom charges from the Löwdin analysis, given in e for atoms 1 to 5: number 1, H, carries -0.020; number 2, H, carries -0.140; number 3, O, carries -0.078; number 4, H, carries 0.012; number 5, H, carries 0.069


Record 3
ORCA calculation (ωB97M-V/def2-TZVPD) on a cluster of 3 separate species, H6O3 in total.

The geometry in XYZ format:
```
9
Properties=species:S:1:pos:R:3
H 0.45 0.51 -0.36
H -1.61 0.65 -3.99
H 0.24 0.14 3.30
H -0.70 -0.56 -4.05
H -0.15 -0.98 4.24
O 0.17 -0.08 4.23
O 1.08 0.28 0.31
H 1.91 0.19 -0.16
O -1.39 -0.15 -3.52
```

Values from the calculation:
Largest force on an atom: 0.4 eV/Å
Total charge: 0
HOMO: -11.204 eV
Energy relative to the best compared isomer or geometry (same formula, charge and spin): 12.57 kcal/mol
Kohn-Sham gap: 11.78 eV
Structure (SMILES): O.O.O
2S+1: 1
Total energy: -6239.7083 eV

Atom charges from the Löwdin analysis, given in e for atoms 1 to 5: number 1, H, carries 0.027; number 2, H, carries 0.029; number 3, H, carries 0.017; number 4, H, carries 0.028; number 5, H, carries 0.027


Record 4
ORCA calculation (ωB97M-V/def2-TZVPD) on a cluster of 3 separate species, H6O3 in total.

The geometry in XYZ format:
```
9
Properties=species:S:1:pos:R:3
H -17.17 7.76 13.32
O -17.04 7.62 18.32
O -16.92 6.85 13.48
H -16.21 7.09 16.50
H -16.30 6.90 14.23
O -15.44 7.20 15.93
H -17.52 7.00 18.88
H -14.69 7.23 16.53
H -17.60 8.40 18.29
```

Values from the calculation:
Largest force on an atom: 0.2 eV/Å
Total charge: 0
HOMO: -10.707 eV
Energy relative to the best compared isomer or geometry (same formula, charge and spin): 5.99 kcal/mol
Kohn-Sham gap: 11.14 eV
Structure (SMILES): O.O.O
2S+1: 1
Total energy: -6239.9934 eV

Atom charges from the Löwdin analysis, given in e for atoms 1 to 5: number 1, H, carries 0.026; number 2, O, carries -0.044; number 3, O, carries -0.074; number 4, H, carries 0.016; number 5, H, carries -0.016


Record 5
ORCA calculation (ωB97M-V/def2-TZVPD) on a cluster of 3 separate species, H6O3 in total at a distorted geometry.

The geometry in XYZ format:
```
9
Properties=species:S:1:pos:R:3
H 1.52 -0.47 -2.46
H -0.52 1.98 1.56
H -0.50 0.84 2.55
O -0.05 1.18 1.78
H 0.75 -0.89 -1.23
H -1.55 -0.76 -0.52
O -0.62 -0.59 -0.40
O 1.53 -1.10 -1.74
H -0.55 -0.19 0.47
```

Values from the calculation:
Largest force on an atom: 4.5 eV/Å
Total charge: +1
HOMO (alpha / beta): -16.088 / -16.059 eV
Energy relative to the best compared isomer or geometry (same formula, charge and spin): 2.70 kcal/mol
Kohn-Sham gap (alpha / beta): 11.88 / 4.37 eV
⟨S²⟩: 0.7529
2S+1: 2
Total energy: -6228.8727 eV

Atom charges from the Löwdin analysis, given in e for atoms 1 to 5: number 1, H, carries 0.173; number 2, H, carries 0.062; number 3, H, carries 0.062; number 4, O, carries -0.027; number 5, H, carries 0.053


Record 6
ORCA calculation (ωB97M-V/def2-TZVPD) on a cluster of 3 separate species, H6O3 in total at a distorted geometry.

The geometry in XYZ format:
```
9
Properties=species:S:1:pos:R:3
H 0.22 0.58 0.26
H -2.38 -0.88 -0.37
H 0.19 -0.94 0.28
O 2.83 0.97 0.72
H 3.00 1.82 1.12
H 3.16 1.06 -0.17
H -3.58 -1.05 -1.28
O -0.26 -0.18 -0.09
O -3.19 -1.38 -0.48
```

Values from the calculation:
Largest force on an atom: 1.8 eV/Å
Total charge: +1
HOMO (alpha / beta): -15.626 / -15.210 eV
Energy relative to the best compared isomer or geometry (same formula, charge and spin): 18.08 kcal/mol
Kohn-Sham gap (alpha / beta): 11.63 / 2.99 eV
⟨S²⟩: 0.7563
2S+1: 2
Total energy: -6228.2060 eV

Atom charges from the Löwdin analysis, given in e for atoms 1 to 5: number 1, H, carries 0.076; number 2, H, carries 0.084; number 3, H, carries 0.096; number 4, O, carries -0.021; number 5, H, carries 0.051


Record 7
ORCA calculation (ωB97M-V/def2-TZVPD) on a cluster of 2 separate species, H6OSi2 in total at a distorted geometry.

The geometry in XYZ format:
```
9
Properties=species:S:1:pos:R:3
H 0.95 1.50 -1.31
H 3.02 0.78 0.12
O 0.67 1.01 -0.54
H -2.88 -1.46 -0.43
H -0.75 -1.98 -0.03
H 1.01 0.12 1.53
H 1.86 -1.29 0.00
Si -1.86 -1.10 0.54
Si 1.72 0.12 0.31
```

Values from the calculation:
Largest force on an atom: 1.5 eV/Å
Total charge: 0
HOMO: -8.488 eV
Energy relative to the best compared isomer or geometry (same formula, charge and spin): 77.20 kcal/mol
Kohn-Sham gap: 7.67 eV
2S+1: 1
Total energy: -17897.5414 eV

Atom charges from the Löwdin analysis, given in e for atoms 1 to 5: number 1, H, carries 0.037; number 2, H, carries -0.066; number 3, O, carries -0.316; number 4, H, carries -0.278; number 5, H, carries -0.230


Record 8
ORCA calculation (ωB97M-V/def2-TZVPD) on the molecule H6P2Si2 at a distorted geometry.

The geometry in XYZ format:
```
10
Properties=species:S:1:pos:R:3
H -1.64 -0.52 1.58
H 1.67 1.13 -0.60
H -0.97 1.55 -1.81
P -2.10 -0.72 0.17
H 0.70 -2.59 0.84
Si -1.03 1.17 -0.32
H 2.58 -1.71 -0.79
P 1.12 0.80 0.52
H -1.60 2.23 0.42
Si 1.28 -1.35 -0.01
```

Values from the calculation:
Largest force on an atom: 3.5 eV/Å
Total charge: 0
HOMO (alpha / beta): -7.096 / -8.415 eV
Energy relative to the best compared isomer or geometry (same formula, charge and spin): 48.93 kcal/mol
Kohn-Sham gap (alpha / beta): 5.43 / 7.47 eV
2S+1: 1
Total energy: -34426.2048 eV

Atom charges from the Löwdin analysis, given in e for atoms 1 to 5: number 1, H, carries -0.185; number 2, H, carries -0.262; number 3, H, carries -0.087; number 4, P, carries 0.351; number 5, H, carries -0.118


Record 9
ORCA calculation (ωB97M-V/def2-TZVPD) on a cluster of 2 separate species, H7N4OP in total at a distorted geometry.

The geometry in XYZ format:
```
13
Properties=species:S:1:pos:R:3
N 0.50 -0.80 0.41
H -0.22 -2.75 0.98
H -1.34 -1.59 1.08
H 2.37 -0.53 -0.49
H -4.43 0.62 0.19
H 2.12 2.09 -0.38
P 0.40 0.78 0.61
N 2.90 0.27 -0.58
H 3.09 0.38 -1.63
O -3.50 0.58 -0.27
N 1.76 1.17 -0.35
H -3.33 1.50 -0.62
N -0.32 -1.72 1.04
```

Values from the calculation:
Largest force on an atom: 3.2 eV/Å
Total charge: 0
HOMO: -7.435 eV
Energy relative to the best compared isomer or geometry (same formula, charge and spin): 85.36 kcal/mol
Kohn-Sham gap: 8.07 eV
Structure (SMILES): N/N=P/NN.O
2S+1: 1
Total energy: -17407.2528 eV

Atom charges from the Löwdin analysis, given in e for atoms 1 to 5: number 1, N, carries -0.422; number 2, H, carries 0.074; number 3, H, carries 0.063; number 4, H, carries -0.038; number 5, H, carries 0.085


Record 10
ORCA calculation (ωB97M-V/def2-TZVPD) on a cluster of 3 separate species, H7NO2 in total at a distorted geometry.

The geometry in XYZ format:
```
10
Properties=species:S:1:pos:R:3
O 0.44 -1.43 0.13
H -2.16 -0.09 -1.28
H 0.91 -2.17 -0.10
H 0.55 1.23 0.50
O 1.52 1.16 0.48
H 1.81 1.33 1.31
H -0.75 0.31 -0.99
H -1.70 -0.14 0.31
N -1.66 0.42 -0.59
H 1.04 -0.63 0.23
```

Values from the calculation:
Largest force on an atom: 4.8 eV/Å
Total charge: 0
HOMO: -9.985 eV
Energy relative to the best compared isomer or geometry (same formula, charge and spin): 16.63 kcal/mol
Kohn-Sham gap: 10.77 eV
Structure (SMILES): N.O.O
2S+1: 1
Total energy: -5698.3763 eV

Atom charges from the Löwdin analysis, given in e for atoms 1 to 5: number 1, O, carries -0.069; number 2, H, carries -0.013; number 3, H, carries -0.014; number 4, H, carries 0.047; number 5, O, carries 0.001


Record 11
ORCA calculation (ωB97M-V/def2-TZVPD) on a cluster of 4 separate species, H7O4 in total at a distorted geometry.

The geometry in XYZ format:
```
11
Properties=species:S:1:pos:R:3
H 2.05 -1.13 0.77
H 0.33 -0.16 -1.55
O 0.68 0.25 -0.76
H -2.07 1.52 -0.89
H -0.78 0.33 1.61
H -0.30 0.05 0.11
H -0.83 1.32 -1.57
O -1.16 -0.13 0.87
O -1.65 1.85 -1.69
H 1.42 -2.11 1.62
O 2.30 -1.78 1.47
```

Values from the calculation:
Largest force on an atom: 1.2 eV/Å
Total charge: -1
HOMO: -4.724 eV
Energy relative to the best compared isomer or geometry (same formula, charge and spin): 9.88 kcal/mol
Kohn-Sham gap: 9.30 eV
2S+1: 1
Total energy: -8304.7704 eV

Atom charges from the Löwdin analysis, given in e for atoms 1 to 5: number 1, H, carries 0.020; number 2, H, carries -0.063; number 3, O, carries -0.372; number 4, H, carries 0.007; number 5, H, carries -0.044


Record 12
ORCA calculation (ωB97M-V/def2-TZVPD) on a cluster of 40 separate species, H80O40 in total at a distorted geometry.

The geometry in XYZ format:
```
120
Properties=species:S:1:pos:R:3
H 2.08 -3.97 2.68
H -0.37 -2.69 -5.81
H 2.88 -4.11 -0.77
O 4.29 0.07 0.52
H 1.82 4.06 -2.86
H 4.52 0.15 -2.78
H 1.93 0.08 -1.23
H -3.71 -1.41 1.22
H 3.13 -5.17 3.75
H -3.41 1.33 4.85
H 1.19 -0.32 4.68
O -0.76 2.80 -1.48
O 3.87 0.42 -3.37
H -3.56 0.29 -3.34
O 1.04 4.29 3.24
H -4.05 -1.75 -1.18
H 1.86 2.59 -5.51
O -0.20 -3.04 -4.95
H 6.38 -0.80 -1.36
H -0.57 1.24 2.39
H -0.39 1.93 -1.31
H -4.23 -0.21 2.95
H 0.85 -5.74 -0.97
H -1.43 4.29 4.37
O 1.56 4.38 -1.99
H -5.40 0.41 -1.85
H 0.77 -1.13 0.78
H -4.94 -2.95 -1.84
H 0.48 -5.77 0.49
H 2.15 5.84 1.50
H 0.24 -1.59 4.87
O 1.50 -0.79 1.23
O -1.33 -2.50 -1.83
O 2.41 2.15 -4.74
H -1.83 -1.73 -2.17
O -5.39 0.66 -0.87
H 0.51 -0.31 -4.56
H -2.16 0.71 -3.14
H 3.37 -1.40 2.28
O 0.72 -1.02 4.23
H 1.48 3.12 0.21
H -3.65 1.68 0.13
O 0.85 0.10 -5.32
H 0.58 0.30 -1.92
H 1.07 -2.02 -2.81
H -2.73 -1.58 5.06
O -4.74 -1.91 -1.83
H 1.63 2.52 5.70
O -3.20 -1.02 4.43
H -1.33 0.37 1.37
O 3.72 2.58 -1.34
H 2.99 -1.61 3.72
H 3.40 -5.18 2.28
H -5.05 -1.38 2.95
H 3.78 2.27 -2.24
H 0.32 -5.26 -3.79
O -3.82 2.63 0.35
H 3.85 0.65 -4.24
H 4.88 -0.74 -1.00
O -4.75 -0.72 2.32
H -2.82 1.58 3.45
O 3.42 -3.73 -0.09
H 2.78 -3.71 0.62
H 2.47 -1.22 -3.28
H 0.51 5.13 3.35
H -2.01 -5.66 -3.22
H 1.21 1.68 4.83
O -3.63 1.58 3.93
H -2.50 -0.86 -0.80
O 0.97 -0.12 -1.19
H 1.03 -3.02 3.12
H -0.77 3.24 -0.54
H 0.77 -2.95 -5.00
H -3.41 5.92 0.44
O 0.93 -5.27 -0.14
O -2.90 -1.87 0.71
O 1.49 -3.31 2.34
O -1.01 3.12 -4.68
O 0.81 2.42 5.13
H -3.16 0.49 -0.95
H 2.42 5.84 -0.09
O 5.46 -0.62 -1.76
H 3.07 3.29 -1.50
H 1.78 1.05 2.55
O 2.86 5.81 0.83
H 0.63 4.53 -1.97
O 1.03 -4.88 -3.30
H -1.16 -3.64 2.82
O 2.26 1.12 3.34
H 3.32 0.28 0.79
H -4.77 2.61 0.30
H 1.21 3.52 1.63
H 3.22 1.75 -5.19
H 3.15 0.79 3.23
H -1.26 3.56 -3.81
O 3.56 -1.06 3.14
O 2.78 -5.49 2.92
H 1.41 -4.22 -3.80
O -2.25 4.72 3.97
H -2.99 -4.68 -2.35
H -2.15 -2.71 2.07
H 2.04 -1.38 1.66
O -2.89 -5.42 -2.94
O -1.46 1.03 2.13
H -1.82 2.84 -5.13
O -2.99 0.89 -3.70
H 1.03 3.96 4.13
H -5.81 -0.16 -0.53
O 1.95 -2.08 -3.21
H -1.19 -2.08 -0.99
H -3.26 4.49 0.37
O -1.80 -2.95 2.88
H 4.71 0.92 0.68
H -2.51 -0.87 3.79
H -2.95 3.97 3.78
O 0.89 2.95 0.98
O -2.38 -0.02 -1.17
O -2.74 5.25 0.13
H -2.16 -1.31 0.81
H 0.47 0.85 -5.66
```

Values from the calculation:
Largest force on an atom: 5.7 eV/Å
Total charge: 0
HOMO: -10.570 eV
Energy relative to the best compared isomer or geometry (same formula, charge and spin): 224.03 kcal/mol
Kohn-Sham gap: 10.01 eV
2S+1: 1
Total energy: -83196.1005 eV

Atom charges from the Löwdin analysis, given in e for atoms 1 to 5: number 1, H, carries -0.024; number 2, H, carries 0.032; number 3, H, carries 0.011; number 4, O, carries -0.070; number 5, H, carries 0.044


Record 13
ORCA calculation (ωB97M-V/def2-TZVPD) on a cluster of 40 separate species, H80O40 in total at a distorted geometry.

The geometry in XYZ format:
```
120
Properties=species:S:1:pos:R:3
O -3.25 -1.36 2.59
H -3.97 2.83 -3.32
O -1.68 2.61 -0.43
H 4.02 -0.46 0.75
H 4.05 -0.38 4.88
O -0.76 4.27 -2.17
H 0.90 2.84 2.82
H 3.80 -0.80 -3.78
H 0.49 -4.06 -2.43
O 0.34 2.00 2.94
H -4.10 1.59 -1.87
O -4.16 3.48 -4.01
H 2.32 -0.75 -0.49
H -4.09 -2.04 -3.53
H 0.17 -4.46 4.25
H -2.59 5.47 0.29
H -1.07 -4.70 -2.11
H 2.96 2.00 2.17
H -4.48 2.65 1.55
H 2.72 4.38 -1.14
O 0.68 -0.84 -3.94
O 2.38 3.71 -1.80
H 2.33 -3.48 -3.27
H -2.75 3.25 3.48
O -4.62 0.60 3.16
H 0.68 -1.47 -4.77
O 0.44 -1.41 2.99
H 0.67 6.07 -0.21
O 2.88 -3.79 1.23
H -2.02 0.00 -3.79
H -1.57 2.87 0.50
O -2.43 -1.66 0.16
H 3.10 -4.51 -4.10
H 4.11 -2.06 -1.90
H 1.17 4.00 1.67
H -0.75 0.89 -4.34
H 2.83 -0.53 1.67
H -5.45 1.07 3.30
H -4.20 3.96 0.64
O 3.29 -0.79 0.91
H 6.06 0.97 -2.67
O 1.52 -0.73 -0.91
O -2.93 -5.43 -0.16
H 1.57 -0.38 -1.86
O -5.87 -2.35 2.23
O 2.43 -3.74 -4.23
O -0.62 -5.50 -2.46
O -1.06 -1.86 5.90
O 0.67 6.39 -1.02
O -0.67 0.23 0.18
O 3.33 1.23 -1.58
H 0.22 4.36 -1.88
H -1.09 -5.17 1.05
H -3.05 -5.42 -1.07
O 3.17 -1.57 3.75
O -3.81 1.09 -1.07
O 3.44 -0.79 -3.04
H -4.46 1.35 -0.51
H 1.36 -2.69 -1.56
H -1.56 0.43 -0.27
H 3.34 0.33 -1.88
O -3.89 -1.25 -4.00
H -3.24 2.06 3.17
H 3.39 3.48 2.49
H -1.71 -2.11 -1.91
O -4.74 3.21 0.73
H -5.05 -1.92 2.61
H 5.35 0.01 4.40
O -1.52 0.39 -4.52
H 0.91 -1.03 2.19
H -0.54 -1.56 5.19
H -3.02 -1.81 1.90
H -3.49 4.04 -3.93
O 3.45 3.76 4.72
O 4.16 -2.97 -1.71
O -0.21 -5.18 1.30
H 0.58 0.38 -6.18
H -1.13 3.99 -1.42
H 1.18 6.20 -1.85
H 0.07 -0.58 3.52
H -0.38 2.17 2.35
H 2.56 -2.27 3.64
H -4.43 0.07 4.04
H -1.65 6.33 0.81
O -2.15 5.61 1.16
H 0.30 -4.83 0.60
H -2.80 -0.74 -0.04
H 3.32 -3.25 -2.13
H -1.28 -3.40 -2.58
H 3.24 -4.63 0.83
H 0.03 -1.18 -3.37
H 2.79 -3.16 0.44
H 0.31 5.17 2.28
H 3.97 -1.80 3.15
O -0.40 -4.36 4.94
O 6.29 1.70 -2.06
O -1.52 -2.52 -2.76
H -2.43 2.06 -0.35
H -3.75 -5.42 0.29
H -3.70 -1.50 -4.88
H -1.55 -1.30 0.37
H -5.28 -2.53 1.47
H 2.42 3.66 4.59
O 1.10 1.05 -6.56
H -0.89 -2.86 5.99
H -0.45 0.74 1.06
O 2.73 2.96 2.03
O -2.43 2.49 3.08
O 4.66 0.34 4.78
H 2.50 2.80 -1.62
O 1.11 -3.42 -2.16
H -1.20 -4.77 5.03
H 3.59 2.73 5.02
H -0.52 -5.96 -1.60
O 0.59 4.73 1.59
H -2.58 -1.51 3.28
H 6.23 1.26 -1.20
H 2.40 -0.92 -3.23
H 0.28 1.75 -6.66
H 4.24 1.54 -2.19
```

Values from the calculation:
Largest force on an atom: 12.7 eV/Å
Total charge: 0
HOMO: -9.791 eV
Energy relative to the best compared isomer or geometry (same formula, charge and spin): 401.44 kcal/mol
Kohn-Sham gap: 9.26 eV
2S+1: 1
Total energy: -83188.4074 eV

Atom charges from the Löwdin analysis, given in e for atoms 1 to 5: number 1, O, carries -0.012; number 2, H, carries 0.015; number 3, O, carries -0.035; number 4, H, carries -0.065; number 5, H, carries 0.001